1.
30
Properties=species:S:1:pos:R:3:forces:R:3 method="wB97M-V/def2-TZVPD" de_lowest_ev=1.5436 gap_ev=9.12 homo_energy_ev=-8.65
C -4.216 0.294 -1.388 0.3 1.4 2.2
C -2.891 -0.087 -1.995 -0.6 -0.2 -1.3
C -0.542 0.598 -2.221 0.2 -0.7 3.4
C 0.490 1.469 -1.463 1.6 -0.8 0.9
C 0.260 1.309 0.147 -1.9 0.1 -3.6
C 0.622 -0.895 1.383 -0.4 1.0 -0.6
C 3.865 -0.026 1.279 3.7 1.6 1.2
C 2.753 -1.011 2.683 0.3 -0.6 0.6
H -4.044 0.187 -0.244 -0.9 0.1 -1.8
H -4.615 1.352 -1.587 1.1 -1.3 0.2
H -4.976 -0.357 -1.784 -0.3 -0.5 0.3
H -2.984 0.095 -3.069 0.6 0.8 -0.2
H -2.790 -1.178 -2.048 0.2 -0.2 0.8
H -0.091 -0.414 -2.313 -0.7 0.3 0.3
H -0.709 0.923 -3.197 -0.9 0.8 -1.5
H 1.554 1.119 -1.733 -1.6 0.3 0.4
H 0.488 2.551 -1.701 -0.5 -0.6 0.1
H 1.156 1.541 0.654 0.3 1.6 0.7
H -0.760 1.855 0.144 2.0 -0.4 1.4
H -0.899 -0.436 0.139 1.2 0.6 0.8
H 4.757 0.404 0.859 0.0 0.1 -0.5
H 3.086 -2.216 4.201 -1.5 0.6 -0.7
H 1.486 -2.500 3.417 1.3 1.4 0.2
N 0.006 -0.055 0.509 -1.3 -2.5 0.2
N 1.965 -0.605 1.635 -1.3 -0.5 0.6
N 2.729 0.066 0.719 -0.6 -0.4 -0.6
N 4.018 -0.545 2.552 -2.9 -1.1 -1.3
N 2.269 -1.824 3.661 1.5 -1.1 0.9
O -1.807 0.552 -1.348 1.5 0.1 -2.4
S -0.181 -2.164 2.110 -0.3 0.1 -0.6

---

2.
67
Properties=species:S:1:pos:R:3:forces:R:3 method="wB97M-V/def2-TZVPD" de_lowest_ev=0.0000 s_squared=3.775 multiplicity=4 gap_ev="6.65 / 7.27" charge=+2 homo_energy_ev="-12.60 / -12.70"
Cr -0.864 -1.341 -0.345 0.0 0.1 0.1
N 1.224 -1.403 -0.892 0.0 0.0 0.1
C 1.725 -0.033 -1.210 0.0 0.0 0.0
C 2.745 0.389 -0.141 0.0 0.0 0.0
C 3.360 1.787 -0.224 0.0 0.0 0.0
C 4.156 2.111 -1.488 0.0 0.0 -0.1
N 3.248 2.486 -2.569 -0.1 0.0 0.1
C 3.595 3.087 -3.691 -0.1 0.0 0.0
N 4.874 3.304 -3.999 0.0 0.0 0.0
N 2.637 3.468 -4.544 0.0 0.1 0.0
C 0.536 0.927 -1.307 -0.2 0.0 0.0
O 0.694 2.050 -1.771 0.1 0.0 0.0
O -0.592 0.472 -0.896 0.0 0.0 0.0
H 1.657 -1.716 -0.025 0.0 0.0 0.0
H 1.520 -2.065 -1.601 0.0 0.0 0.0
H 2.192 -0.055 -2.197 0.0 0.0 0.0
H 3.546 -0.355 -0.150 0.0 0.0 0.0
H 2.245 0.305 0.830 0.0 0.0 0.0
H 4.044 1.884 0.620 0.0 0.0 0.0
H 2.591 2.550 -0.085 0.0 0.0 0.0
H 4.770 1.255 -1.787 0.0 0.0 0.0
H 4.828 2.945 -1.272 0.0 0.0 0.0
H 2.237 2.385 -2.356 0.1 0.0 0.0
H 5.617 2.978 -3.408 0.0 0.0 0.0
H 5.130 3.780 -4.847 0.0 0.0 0.0
H 1.668 3.410 -4.274 0.0 0.0 0.0
H 2.855 3.969 -5.387 0.0 0.0 0.0
C 0.615 -4.517 -0.577 0.0 0.0 0.0
C -0.846 -4.501 -0.245 0.0 -0.1 0.0
C -1.510 -5.715 -0.003 0.0 0.0 0.0
C -2.842 -5.731 0.310 0.0 0.0 0.0
C -3.554 -4.520 0.389 -0.1 0.0 0.0
C -4.933 -4.392 0.709 0.0 0.0 0.0
Br -5.964 -5.923 1.073 0.0 0.0 0.0
C -5.519 -3.160 0.758 0.1 0.0 0.0
C -4.769 -1.995 0.493 -0.1 0.0 0.0
Br -5.618 -0.323 0.572 0.0 0.0 0.0
C -3.439 -2.070 0.172 0.0 0.0 0.0
O -2.671 -1.017 -0.111 0.2 0.1 0.0
C -2.832 -3.345 0.125 0.0 0.0 0.0
N -1.492 -3.341 -0.189 0.1 0.0 0.0
H 1.012 -5.526 -0.501 0.0 0.0 0.0
H 1.177 -3.887 0.113 0.0 0.0 0.0
H 0.779 -4.182 -1.603 0.0 0.0 0.0
H -0.950 -6.637 -0.065 0.0 0.0 0.0
H -3.353 -6.665 0.500 0.0 0.0 0.0
H -6.569 -3.066 0.999 0.0 0.0 0.0
C -1.221 5.319 1.389 0.0 0.0 0.0
C -1.198 3.851 1.695 0.0 0.0 0.0
C -0.026 3.225 2.129 0.0 0.0 0.0
C -0.005 1.876 2.424 0.0 0.1 0.0
C -1.179 1.140 2.286 0.0 0.0 0.0
C -2.354 1.733 1.839 0.0 0.0 0.0
C -2.354 3.087 1.554 0.0 0.0 0.0
S -1.240 -0.592 2.527 -0.1 0.0 0.0
C -0.304 -0.838 4.019 0.0 0.0 0.0
O -0.243 -1.202 1.471 0.0 0.0 -0.1
H -0.243 5.774 1.530 0.0 0.0 0.0
H -1.932 5.833 2.038 0.0 0.0 0.0
H -1.539 5.492 0.361 0.0 0.0 0.0
H 0.877 3.811 2.248 0.0 0.0 0.0
H 0.916 1.415 2.759 0.0 0.0 0.0
H -3.248 1.140 1.696 0.0 0.0 0.0
H -3.266 3.557 1.208 0.0 0.0 0.0
H 0.706 -0.456 3.888 0.0 0.0 0.0
H -0.286 -1.908 4.212 0.0 0.0 0.0
H -0.822 -0.318 4.823 0.0 0.0 0.0

---

3.
109
Properties=species:S:1:pos:R:3:forces:R:3 method="wB97M-V/def2-TZVPD" de_lowest_ev=3.7087 gap_ev=5.64 charge=+2 homo_energy_ev=-12.06
Tl -0.390 -1.108 0.451 -0.4 0.0 0.4
C 0.897 -3.340 -2.031 0.0 0.0 -0.1
N -0.188 -3.217 -1.056 -0.1 -0.2 -0.2
C -1.471 -3.595 -1.656 0.1 0.1 0.1
C 0.062 -4.030 0.140 0.1 0.0 0.1
C 1.374 -3.690 0.847 0.0 0.2 -0.2
N 1.531 -2.244 0.910 -0.5 0.4 -0.3
C 2.700 -1.670 1.268 0.0 0.3 0.0
C 2.952 -0.308 0.993 -0.1 -0.3 0.1
F 2.002 0.385 0.231 -0.1 0.0 0.0
C 4.098 0.361 1.364 -0.2 0.1 -0.1
F 4.223 1.656 1.055 -0.1 0.2 -0.1
C 5.109 -0.279 2.033 0.3 0.0 0.1
C 4.924 -1.627 2.279 0.1 0.1 -0.1
F 5.883 -2.301 2.896 0.2 -0.2 0.2
C 3.783 -2.301 1.917 -0.3 0.0 -0.1
F 3.697 -3.600 2.225 0.0 -0.2 0.1
H 1.086 -4.389 -2.303 0.0 0.1 0.0
H 1.814 -2.906 -1.630 0.0 0.0 0.0
H 0.629 -2.794 -2.938 0.0 -0.1 0.1
H -1.499 -4.654 -1.939 0.0 0.0 0.0
H -1.649 -2.994 -2.550 0.0 0.0 0.0
H -2.277 -3.409 -0.939 0.1 -0.1 -0.1
H 0.063 -5.100 -0.103 -0.1 0.0 0.0
H -0.774 -3.841 0.829 0.0 -0.2 0.0
H 2.212 -4.143 0.311 0.0 -0.1 0.0
H 1.333 -4.146 1.837 0.1 -0.1 0.0
H 6.008 0.234 2.346 -0.1 0.0 0.0
C -0.666 0.043 6.458 0.1 -0.1 -0.2
N -0.799 -0.538 5.112 -0.1 -0.1 0.1
C -1.713 -1.669 4.910 0.1 0.2 0.0
C -0.158 -0.063 4.039 -0.1 -0.2 0.1
C 0.835 1.052 4.192 0.1 0.0 0.0
O -0.378 -0.538 2.905 0.1 0.0 0.3
H -1.374 -0.445 7.117 -0.1 -0.1 0.0
H -0.895 1.106 6.455 0.0 0.0 0.0
H 0.334 -0.107 6.862 0.0 0.0 0.0
H -2.003 -2.079 5.873 0.0 0.1 0.0
H -1.220 -2.443 4.327 0.1 0.0 0.0
H -2.607 -1.351 4.369 0.0 0.0 0.0
H 0.809 1.546 5.158 0.0 0.0 0.0
H 0.660 1.784 3.403 0.0 0.0 0.0
H 1.835 0.639 4.036 0.0 0.0 0.0
C -4.157 -2.241 0.817 0.2 0.0 0.2
Ge -3.605 -0.388 0.817 0.2 -0.1 -0.4
C -3.927 0.648 2.408 0.5 0.0 0.0
C -5.262 0.782 2.784 0.1 0.0 0.0
C -5.583 1.584 3.872 -0.1 0.0 0.1
C -4.582 2.245 4.575 0.0 0.0 0.0
C -3.251 2.114 4.190 0.0 0.0 0.0
C -2.919 1.316 3.102 -0.2 0.1 0.2
C -3.868 0.446 -0.878 0.1 0.0 0.0
C -4.556 -0.298 -1.813 0.0 0.1 -0.1
C -4.871 0.245 -3.076 0.0 -0.1 0.0
C -4.479 1.519 -3.380 0.0 0.1 0.0
C -3.791 2.326 -2.434 0.0 0.0 0.0
C -3.419 3.663 -2.734 0.0 0.0 -0.1
C -2.779 4.435 -1.807 0.0 0.0 0.0
C -2.454 3.899 -0.540 0.0 0.1 0.0
C -2.783 2.609 -0.231 0.0 -0.2 -0.1
C -3.471 1.789 -1.163 -0.2 0.1 0.0
H -5.218 -2.280 1.079 0.0 0.0 0.0
H -3.595 -2.810 1.558 -0.1 0.0 0.0
H -4.011 -2.682 -0.165 -0.1 0.0 0.1
H -6.052 0.282 2.232 0.0 0.0 0.1
H -6.621 1.697 4.165 0.1 0.0 0.0
H -4.842 2.870 5.423 0.0 -0.1 -0.1
H -2.472 2.647 4.727 -0.1 -0.1 0.0
H -1.885 1.208 2.796 -0.2 0.1 0.0
H -4.889 -1.305 -1.582 0.1 0.1 -0.1
H -5.417 -0.355 -3.793 0.0 0.1 0.0
H -4.706 1.945 -4.354 0.0 -0.1 0.1
H -3.664 4.068 -3.712 0.0 0.0 0.1
H -2.528 5.466 -2.033 0.0 -0.1 0.0
H -1.949 4.525 0.191 0.0 -0.1 -0.1
H -2.510 2.195 0.732 0.0 0.1 0.0
C -0.473 0.916 -2.404 0.0 -0.2 0.3
Ge 1.452 0.970 -2.228 -0.5 0.6 -0.6
C 1.981 2.774 -1.831 0.2 -0.3 0.0
C 2.141 3.325 -0.567 0.0 0.3 -0.1
C 2.418 4.682 -0.453 0.0 0.0 0.0
C 2.527 5.477 -1.589 0.0 -0.1 0.0
C 2.340 4.922 -2.850 0.0 0.1 -0.1
C 2.066 3.568 -2.978 0.1 -0.1 0.1
C 2.213 -0.319 -3.390 0.4 0.1 0.6
C 1.445 -0.669 -4.476 0.1 -0.2 -0.1
C 1.951 -1.586 -5.418 0.0 0.0 -0.1
C 3.202 -2.121 -5.253 0.0 0.1 0.1
C 4.013 -1.776 -4.139 0.0 0.0 0.0
C 5.312 -2.318 -3.958 -0.1 -0.1 -0.1
C 6.049 -2.007 -2.852 0.0 0.0 0.0
C 5.525 -1.139 -1.865 0.1 -0.1 0.0
C 4.293 -0.578 -2.033 -0.2 0.1 -0.1
C 3.507 -0.872 -3.174 0.1 -0.1 -0.2
H -0.711 1.444 -3.337 0.1 0.0 0.1
H -0.938 1.465 -1.590 -0.1 0.0 0.0
H -0.865 -0.101 -2.452 -0.1 0.1 -0.1
H 2.057 2.724 0.322 0.0 -0.1 0.1
H 2.566 5.115 0.531 0.0 0.0 -0.1
H 2.755 6.532 -1.496 0.0 -0.1 0.0
H 2.425 5.539 -3.737 0.0 0.0 0.1
H 1.921 3.137 -3.966 0.1 0.1 0.0
H 0.460 -0.243 -4.633 0.0 -0.1 0.0
H 1.341 -1.864 -6.270 0.1 0.0 0.0
H 3.585 -2.834 -5.975 0.0 0.0 0.0
H 5.708 -2.982 -4.721 0.0 0.0 0.1
H 7.048 -2.413 -2.732 -0.1 0.0 0.0
H 6.110 -0.921 -0.978 0.0 0.0 -0.1
H 3.895 0.107 -1.287 0.1 0.0 -0.1

---

4.
49
Properties=species:S:1:pos:R:3:forces:R:3 method="wB97M-V/def2-TZVPD" de_lowest_ev=5.0120 gap_ev=9.44 charge=-1 homo_energy_ev=-7.18
Cl -0.089 -0.133 0.444 0.6 0.3 -0.3
C 0.985 -0.647 4.236 -2.0 -0.8 1.4
O 1.246 -0.967 5.362 0.6 -1.4 2.3
N -0.048 -1.034 3.504 -2.8 -3.2 0.0
N 1.517 0.314 3.600 3.7 4.2 -2.4
H -0.565 -1.813 3.887 -0.1 0.1 -0.5
H -0.129 -0.779 2.530 -0.4 -0.3 0.2
H 2.250 0.845 4.047 -0.1 0.0 -0.7
H 1.192 0.344 2.644 1.0 1.3 0.0
C -2.518 -2.313 -1.617 -1.0 0.2 0.3
O -3.131 -1.303 -1.506 -2.2 2.5 -0.3
N -2.841 -3.361 -2.370 -2.0 -2.2 -2.9
N -1.519 -2.597 -0.841 3.4 -0.8 1.6
H -3.737 -3.282 -2.828 0.2 0.1 -0.2
H -2.150 -3.843 -2.927 -0.1 0.1 0.3
H -1.155 -1.780 -0.372 0.8 -0.2 -0.1
H -0.913 -3.249 -1.318 0.7 0.0 1.0
C -3.667 0.010 1.873 -2.5 -1.3 1.8
O -4.749 0.084 2.423 -1.1 -0.1 0.1
N -2.938 1.017 1.533 1.8 5.2 -1.6
N -2.980 -1.071 1.625 1.1 -3.9 -0.2
H -2.197 0.771 0.892 -0.1 0.7 0.0
H -3.456 1.861 1.339 0.3 0.0 0.2
H -2.093 -0.895 1.175 -0.2 -1.0 0.1
H -3.396 -1.991 1.651 0.2 0.4 0.0
C 0.412 3.618 -0.095 5.1 5.3 -1.9
O 0.657 4.745 -0.574 0.1 -0.3 0.3
N 1.314 2.808 0.364 4.2 -2.1 1.0
N -0.719 3.155 0.015 -9.6 -2.2 -0.1
H 1.058 1.831 0.371 0.4 -0.2 0.3
H 2.273 3.070 0.182 -0.1 -0.2 0.1
H -0.934 2.184 0.191 0.2 0.2 0.2
H -1.456 3.760 -0.319 -0.1 -0.3 0.0
C 4.509 -0.509 -0.445 4.2 2.4 -1.0
O 5.526 -0.077 -0.952 2.2 -1.2 -0.8
N 4.265 -1.471 0.334 1.5 -8.5 4.0
N 3.529 0.262 -0.345 -6.6 5.8 -1.5
H 5.019 -2.058 0.662 -0.1 -0.1 -0.4
H 3.354 -1.825 0.588 0.2 0.5 -0.1
H 3.665 1.079 -0.922 -1.0 0.0 -0.1
H 2.638 -0.185 -0.182 -0.5 1.0 -0.1
C 0.233 0.465 -4.013 -0.9 -0.9 -2.5
O 0.015 0.019 -5.123 -0.1 -0.1 -1.2
N 0.179 -0.225 -2.927 0.0 -3.5 2.9
N 0.500 1.687 -3.685 1.3 5.5 0.1
H 0.169 0.308 -2.069 -0.5 -1.3 0.3
H -0.140 -1.173 -3.068 0.1 0.2 0.8
H 0.235 2.485 -4.244 0.3 -0.4 0.0
H 0.779 1.859 -2.729 -0.1 0.5 -0.4

---

5.
16
Properties=species:S:1:pos:R:3:forces:R:3 method="wB97M-V/def2-TZVPD" de_lowest_ev=1.0060 s_squared=0.753 multiplicity=2 gap_ev="3.55 / 7.03" charge=-1 homo_energy_ev="0.46 / -3.09"
N -0.003 1.357 -1.556 -0.5 0.1 -0.2
C 0.150 2.146 -0.351 0.5 0.1 1.1
O 0.992 1.546 0.593 0.1 0.2 -0.9
H -0.699 1.818 -2.132 0.0 -0.2 -0.1
H 0.847 1.272 -2.097 0.2 0.1 0.1
H 0.575 3.152 -0.513 -0.1 0.0 -0.2
H -0.844 2.276 0.098 -0.2 0.0 -0.3
C 0.323 -2.161 -0.103 0.4 0.8 0.5
C -0.852 -1.169 1.677 -0.9 -0.2 0.3
N 0.264 -1.151 0.942 0.9 -0.2 -0.4
H 1.299 -2.676 -0.053 -0.1 0.0 -0.1
H 0.269 -1.686 -1.093 -0.2 -0.2 -0.2
H -0.455 -2.927 0.028 -0.1 0.0 -0.2
H -1.788 -1.598 1.286 0.1 0.0 0.2
H -0.871 -0.769 2.692 0.0 0.2 -0.2
H 0.794 0.571 0.583 -0.2 -0.6 0.6

---

6.
21
Properties=species:S:1:pos:R:3:forces:R:3 method="wB97M-V/def2-TZVPD" de_lowest_ev=0.0873 s_squared=0.756 multiplicity=2 gap_ev="10.06 / 5.45" charge=+1 homo_energy_ev="-13.43 / -13.27"
N -2.197 3.013 1.539 -0.6 -0.9 0.3
C -0.892 2.415 1.478 -0.7 -0.1 -0.2
C -0.750 0.905 1.886 0.7 -0.1 0.8
S -1.174 -0.177 0.509 -0.7 0.3 0.4
S 0.248 -0.130 -0.827 0.4 -0.3 -1.4
C 1.689 -1.149 -0.351 0.4 0.7 0.7
C 3.055 -0.721 -0.916 0.1 -0.8 0.9
H -2.596 2.925 2.470 0.3 0.4 0.2
H -2.892 2.537 0.969 0.2 0.2 -0.4
H -0.290 2.962 2.202 0.4 0.0 -0.2
H -0.527 2.488 0.453 0.4 0.4 0.2
H -1.390 0.650 2.737 -0.3 -0.1 -0.3
H 0.264 0.738 2.259 0.1 -0.1 -0.3
H 1.453 -2.140 -0.721 -0.4 -0.2 0.0
H 1.696 -1.125 0.728 0.0 -0.2 0.3
H 3.318 -1.453 -1.669 0.0 0.6 -0.8
H 3.196 0.333 -1.136 -0.2 -0.1 -0.5
H 3.785 -0.955 -0.134 -0.1 0.2 0.1
H -0.002 -4.199 -2.789 -0.2 0.6 0.5
H 0.692 -3.426 -3.787 0.1 0.7 0.0
O 0.248 -3.267 -2.939 0.2 -1.3 -0.4